Molecular formula: C41H109AsF6N9O7
Method: DFT, ωB97M-V/def2-TZVPD

Structure (XYZ):
```
173
Properties=species:S:1:pos:R:3:forces:R:3:mulliken_charge:R:1
As -10.984 -3.052 10.584 -1.341 -1.307 -1.239 1.99
F -11.945 -4.157 11.651 1.099 0.953 -0.768 -0.47
F -11.195 -4.321 9.290 0.121 1.377 1.200 -0.51
F -10.247 -2.009 9.335 -0.204 -0.709 1.371 -0.33
F -10.802 -1.943 11.914 0.190 -0.105 -0.532 -0.35
F -9.422 -3.814 11.029 -1.494 0.775 -0.475 -0.40
F -12.564 -2.215 10.154 1.742 -1.036 0.486 -0.38
C -13.094 2.230 11.740 -0.125 0.564 0.540 -1.45
C -12.220 1.166 11.117 -0.157 -0.267 -0.316 0.73
N -10.923 1.649 10.595 1.631 1.442 -1.090 0.48
C -9.668 1.098 10.899 -1.729 0.228 0.608 -0.06
C -8.715 1.923 10.435 -0.306 0.799 -0.799 -1.03
N -9.356 3.001 9.778 -1.154 -2.165 1.013 0.16
C -10.688 2.781 9.846 0.603 -0.961 1.699 -0.26
C -8.645 4.116 9.166 -0.022 0.098 -0.003 -0.77
H -12.777 2.609 12.711 0.540 -0.132 -0.036 0.35
H -14.089 1.838 11.952 -0.067 -0.092 -0.405 0.46
H -13.197 3.115 11.112 -0.202 -0.149 -0.143 0.45
H -12.759 0.697 10.293 0.053 -0.012 -0.106 -0.19
H -11.978 0.361 11.810 0.067 0.079 0.022 -0.30
H -9.662 0.221 11.529 0.352 -0.004 -0.256 0.45
H -7.643 1.802 10.477 -0.081 0.358 0.007 0.46
H -11.480 3.441 9.523 0.221 0.126 -0.163 0.52
H -8.676 3.959 8.088 0.355 0.386 0.043 0.33
H -7.643 4.074 9.591 0.018 0.245 -0.424 0.30
H -9.117 5.053 9.462 0.047 -0.039 -0.180 0.37
C -8.640 0.247 7.608 1.126 1.090 -1.891 -1.26
N -8.272 -0.449 6.267 -1.439 -2.976 1.052 0.29
C -6.794 -0.441 5.837 -1.524 1.242 0.315 -0.92
C -8.530 -2.002 6.562 -0.307 1.589 -0.501 -0.96
C -9.247 -0.004 5.132 0.730 2.137 0.487 -0.29
C -8.863 1.438 4.544 1.571 -1.487 -0.525 -0.97
O -8.772 2.524 5.426 -0.800 -0.790 0.619 -0.42
H -7.891 -0.029 8.351 -0.565 -0.428 0.097 0.47
H -9.706 0.164 7.819 0.283 -0.891 0.247 0.34
H -8.514 1.314 7.426 0.320 0.035 -0.117 0.60
H -6.152 -0.985 6.529 -0.356 -0.130 -0.026 0.33
H -6.531 0.616 5.860 0.434 -0.185 -0.551 0.41
H -6.877 -0.900 4.851 0.795 0.288 -0.005 0.41
H -9.591 -2.196 6.723 -0.021 0.408 0.141 -0.12
H -7.979 -2.243 7.471 0.073 -0.066 -0.278 0.47
H -8.239 -2.575 5.681 0.368 0.161 0.138 0.74
H -10.237 0.053 5.584 -0.003 -0.154 0.214 0.11
H -9.294 -0.728 4.319 0.458 -0.085 0.132 0.56
H -9.419 1.626 3.625 -0.634 0.049 0.263 0.48
H -7.841 1.365 4.174 0.047 -0.267 -0.181 0.38
H -9.643 2.608 5.822 -0.291 0.675 0.000 0.33
C -9.050 -5.527 7.139 0.371 0.079 -1.532 -1.11
N -9.191 -6.883 6.498 0.049 -0.914 1.599 0.10
C -7.886 -7.694 6.846 -0.723 0.698 -1.260 -0.89
C -10.272 -7.638 7.270 0.236 0.482 -0.951 -1.16
C -9.545 -6.747 4.983 1.568 1.369 0.927 -0.23
C -8.227 -6.461 4.138 -1.422 -1.657 -1.299 -0.79
O -7.567 -7.700 3.912 0.284 0.940 0.884 -0.49
H -9.919 -4.920 6.885 -0.229 -0.241 0.455 0.24
H -8.223 -5.059 6.605 0.246 0.055 0.310 0.54
H -8.847 -5.583 8.208 -0.192 -0.129 -0.213 0.35
H -7.076 -7.312 6.225 -0.088 -0.168 0.085 0.43
H -8.108 -8.730 6.590 0.334 0.128 0.101 0.45
H -7.651 -7.543 7.900 -0.305 -0.086 -0.080 0.26
H -10.214 -8.683 6.966 -0.039 0.055 0.284 0.56
H -11.257 -7.256 7.002 0.067 0.163 0.038 0.42
H -10.062 -7.464 8.325 -0.122 -0.337 -0.087 0.39
H -10.236 -5.904 4.955 0.093 0.241 0.017 0.21
H -10.171 -7.592 4.697 0.784 -0.368 -0.235 0.50
H -7.511 -5.687 4.414 0.067 -0.366 1.338 0.33
H -8.508 -5.979 3.201 -0.687 -0.407 -0.372 0.48
H -7.969 -8.224 3.215 -0.132 0.123 -0.371 0.36
C -14.503 -4.117 13.964 -0.718 0.825 -0.014 -1.52
N -14.689 -2.598 14.148 -0.747 -1.104 -1.546 0.59
C -14.015 -2.249 15.417 -0.776 1.882 0.619 -1.01
C -14.067 -1.824 12.988 0.528 -0.330 0.394 -1.22
C -16.233 -2.247 14.083 -0.454 0.566 -0.372 -0.46
C -17.248 -2.960 14.967 1.234 0.158 -0.419 -0.78
O -16.739 -2.819 16.252 0.048 -0.558 0.725 -0.48
H -15.146 -4.428 13.141 -0.001 -0.049 0.121 0.59
H -14.816 -4.553 14.913 -0.157 -0.138 -0.236 0.45
H -13.475 -4.410 13.753 0.070 0.560 0.024 0.46
H -14.370 -1.241 15.634 -0.196 -0.011 0.417 0.38
H -12.943 -2.074 15.335 0.068 -0.850 -0.354 0.32
H -14.357 -2.900 16.222 0.294 0.056 -0.194 0.42
H -14.519 -1.993 12.011 -0.293 -0.544 0.361 0.44
H -13.025 -2.142 12.946 -0.053 0.108 -0.059 -0.01
H -14.115 -0.746 13.144 -0.144 -0.111 0.521 0.67
H -16.563 -2.419 13.058 0.495 -0.022 -0.207 0.35
H -16.337 -1.179 14.274 0.565 0.055 0.076 0.53
H -17.345 -3.974 14.580 -0.182 -0.456 0.504 0.28
H -18.220 -2.469 14.903 0.008 0.138 -0.567 0.46
H -17.455 -2.979 16.871 -0.016 -0.043 0.516 0.37
C -9.439 -2.062 17.418 -1.015 -0.397 -1.142 -0.75
N -8.685 -1.587 16.191 0.395 1.102 -0.592 -0.07
C -7.586 -0.644 16.686 0.287 -1.146 1.023 -0.98
C -7.975 -2.801 15.561 -1.231 1.356 1.456 -1.33
C -9.623 -0.845 15.171 1.626 -0.425 0.931 -0.32
C -10.276 0.429 15.686 0.037 -0.558 0.366 -0.67
O -11.326 0.191 16.622 0.196 -0.434 -1.229 -0.48
H -8.901 -2.863 17.926 0.250 0.502 0.178 0.34
H -10.337 -2.508 16.990 -0.158 -0.159 0.228 0.35
H -9.791 -1.241 18.043 0.508 -0.023 -0.011 0.40
H -6.993 -1.325 17.296 0.006 0.293 0.517 0.50
H -8.008 0.117 17.343 0.084 0.010 -0.347 0.45
H -6.827 -0.283 15.992 -0.812 0.183 -0.719 0.35
H -7.388 -3.135 16.417 0.356 -0.429 -0.537 0.51
H -7.371 -2.459 14.721 -0.201 -0.285 0.011 0.38
H -8.788 -3.504 15.378 0.354 -0.144 -0.513 0.55
H -10.309 -1.538 14.684 -0.246 -0.253 0.629 0.21
H -8.936 -0.574 14.369 0.171 0.246 0.062 0.33
H -10.573 0.825 14.715 -0.647 0.678 0.153 0.41
H -9.602 1.132 16.176 0.470 -0.063 -0.486 0.41
H -11.911 0.948 16.543 -0.296 0.187 0.462 0.33
C -14.262 -3.336 5.627 -0.047 -0.960 -0.056 -1.07
N -14.115 -2.253 6.691 0.351 -1.210 -0.921 0.46
C -14.642 -2.810 7.993 -0.211 1.102 1.057 -1.05
C -12.631 -1.975 6.918 -0.686 0.012 -1.049 -0.75
C -14.775 -0.922 6.301 -1.164 0.725 0.815 -0.25
C -16.292 -0.967 6.029 -1.092 -1.659 -0.173 -0.77
O -17.138 -1.025 7.234 2.237 0.318 -0.941 -0.53
H -15.288 -3.687 5.521 -0.033 0.349 0.382 0.42
H -13.667 -4.193 5.946 -0.115 0.032 0.456 0.39
H -13.911 -3.188 4.606 0.137 1.250 0.186 0.39
H -13.993 -3.553 8.457 0.321 0.013 -0.648 0.26
H -15.669 -3.171 8.045 0.020 0.169 -1.001 0.43
H -14.614 -1.932 8.639 -0.086 -0.157 0.260 0.42
H -12.292 -1.433 6.035 -0.123 0.610 0.268 0.70
H -12.026 -2.879 6.838 -0.474 -0.317 0.765 -0.09
H -12.552 -1.449 7.869 0.351 -0.078 -0.266 -0.08
H -14.198 -0.455 5.503 -0.251 -0.574 -0.419 0.46
H -14.612 -0.239 7.135 0.054 -0.187 0.371 0.29
H -16.491 -1.854 5.427 0.135 -0.722 0.230 0.31
H -16.661 -0.294 5.255 0.477 1.211 0.637 0.50
H -18.041 -1.224 6.977 -0.241 0.075 -0.256 0.35
C -14.525 -7.501 11.814 -0.043 -1.454 -0.007 -0.87
N -13.123 -8.129 11.709 -0.263 1.425 0.822 0.28
C -12.624 -7.705 10.352 0.696 -0.789 0.764 -1.47
C -12.249 -7.514 12.890 -0.787 -1.482 -0.486 -0.81
C -13.184 -9.700 11.787 -0.501 1.051 1.968 -0.25
C -13.724 -10.428 10.656 -0.829 -1.125 -3.655 -0.79
O -15.105 -10.132 10.308 1.637 0.640 1.061 -0.51
H -15.070 -8.020 12.603 0.049 -0.004 -0.022 0.45
H -14.979 -7.760 10.857 -0.399 0.287 0.316 0.49
H -14.548 -6.434 12.035 0.645 -0.087 -0.284 0.12
H -13.397 -7.973 9.632 0.075 0.418 0.018 0.51
H -11.762 -8.333 10.128 0.204 0.187 -0.023 0.50
H -12.334 -6.656 10.406 -0.289 -0.014 -0.290 0.43
H -12.763 -7.560 13.849 -0.730 -0.191 -0.328 0.54
H -12.015 -6.463 12.724 0.147 -0.266 -0.596 0.05
H -11.412 -8.189 13.074 0.356 0.338 -0.561 0.38
H -13.861 -9.913 12.614 0.397 0.188 0.508 0.44
H -12.164 -10.031 11.986 -0.113 0.016 0.115 0.31
H -13.544 -11.503 10.690 -0.459 -0.346 1.504 0.53
H -13.058 -10.365 9.796 0.016 1.127 -0.687 0.28
H -15.342 -10.584 9.495 -0.038 -0.332 -0.098 0.34
C -8.516 -6.189 13.239 1.224 2.008 0.019 -0.73
N -6.989 -6.367 13.170 0.097 -1.956 -1.250 0.09
C -6.694 -7.662 12.353 -1.494 0.466 1.146 -0.89
C -6.378 -5.254 12.318 0.287 0.872 1.733 -0.58
C -6.374 -6.599 14.611 -0.803 0.311 -0.064 -0.32
C -7.316 -7.246 15.646 1.330 -0.950 1.671 -0.66
O -7.615 -8.574 15.363 -1.089 -0.531 -2.440 -0.50
H -9.220 -6.956 13.562 1.095 -0.676 0.100 0.33
H -8.817 -5.795 12.269 -0.038 -0.083 0.062 0.34
H -8.538 -5.371 13.959 -0.751 0.115 -0.076 0.09
H -5.625 -7.794 12.188 -0.231 -0.102 0.249 0.40
H -7.270 -7.623 11.428 0.304 0.340 -0.146 0.27
H -7.221 -8.382 12.979 0.835 -0.707 -0.146 0.42
H -6.816 -5.193 11.321 0.067 -0.454 0.224 0.29
H -5.289 -5.287 12.331 -0.002 -0.965 -0.395 0.46
H -6.479 -4.284 12.804 -0.811 0.036 0.181 0.10
H -6.087 -5.629 15.017 -0.013 0.140 -0.240 0.33
H -5.474 -7.204 14.505 -0.135 0.018 -0.250 0.42
H -8.142 -6.649 16.033 -0.481 0.262 -0.759 0.25
H -6.738 -7.406 16.556 0.841 1.254 0.125 0.55
H -7.770 -9.164 16.104 0.150 0.309 0.442 0.35
```
Positions in Å, forces in eV/Å.

Its LUMO energy is -0.5194 Eh. As for the charge: +7. For the HOMO energy, the calculation gives -22.9 eV. Its total energy is -5478.9883 Ha.